# 1
ORCA calculation (ωB97M-V with the def2-TZVPD basis set) on an isolated molecule of C27H30N4O4.

Total energy, eV: -42638.337
Frontier orbital gap, Eh: 0.2998
Highest occupied orbital energy, eV: -8.01
SMILES: CCOc1ccc(NC(=O)c2ccccc2NC(=O)CN(C)CC(=O)Nc2ccc(C)cc2)cc1
Energy relative to the best compared isomer or geometry (same formula, charge and spin), kcal per mole: 17.76
Net charge: 0

Structure (XYZ):
```
65
Properties=species:S:1:pos:R:3:lowdin_charge:R:1
O -4.9208 -2.0750 0.4446 -0.052
O 1.4593 4.4275 -0.6689 0.069
O 6.0253 0.3647 0.8322 0.075
O 1.2819 -0.5975 0.1042 0.010
N 0.5553 -2.7127 -0.2165 0.145
N 2.8971 1.9928 1.3567 -0.232
N 0.7829 2.2507 -0.5362 0.146
N 3.8760 -0.3544 0.4761 0.147
C 2.1688 2.6982 2.3973 -0.066
C -0.5494 2.3180 -0.9593 -0.204
C 4.2459 -3.7076 -1.9839 -0.084
C -3.5674 -2.1772 0.3931 -0.275
C -2.5672 3.4911 -1.5186 -0.042
C -1.2389 3.5142 -1.1379 -0.004
C -5.5488 -1.4053 2.7130 -0.061
C 4.8283 0.4750 0.9770 -0.445
C 4.0088 -1.4769 -0.3207 -0.138
C -2.6599 -1.3304 1.0202 -0.014
C 4.2087 1.5792 1.8293 -0.109
C -0.8160 -2.5274 0.0385 -0.227
C 1.6669 3.2647 -0.3915 -0.470
C -3.0757 -3.2300 -0.3841 0.002
C -2.5437 1.1080 -1.5641 -0.044
C 2.8523 -2.1921 -0.7081 -0.060
C 3.0221 2.8102 0.1561 -0.097
C 3.0021 -3.2885 -1.5595 -0.038
C -1.7220 -3.4018 -0.5595 -0.016
C 5.3790 -3.0318 -1.5563 -0.062
C -3.2438 2.2955 -1.7307 -0.290
C -5.5224 -1.0615 1.2265 -0.246
C 5.2625 -1.9277 -0.7394 0.007
C -1.2987 -1.5091 0.8487 -0.021
C 1.5121 -1.7551 -0.2455 -0.363
C -1.2154 1.1168 -1.1883 -0.017
C -4.6854 2.2958 -2.1435 -0.056
H 0.8029 -3.6331 -0.5495 0.129
H 2.0278 2.0312 3.2468 0.090
H 1.0952 1.3188 -0.2809 0.105
H 6.3568 -3.3586 -1.8757 0.109
H -5.1140 1.2999 -2.0579 0.069
H 2.1324 -3.8083 -1.9369 0.108
H -0.7335 4.4519 -0.9795 0.099
H -6.0674 -0.6229 3.2601 0.078
H -0.6858 0.1870 -1.0583 0.087
H -2.9905 -0.5128 1.6396 0.112
H 2.9103 -0.0617 0.6564 0.103
H 3.5296 2.2217 -0.6150 0.137
H 4.9277 2.4119 1.8876 0.137
H 3.6165 3.7207 0.3386 0.135
H -3.0927 4.4263 -1.6503 0.113
H -5.0290 -0.0972 1.0540 0.115
H -3.0407 0.1613 -1.7264 0.109
H 4.1007 1.1644 2.8370 0.136
H -0.6140 -0.8390 1.3399 0.114
H -4.5411 -1.5047 3.1087 0.067
H 1.1908 2.9888 2.0194 0.086
H 2.6918 3.6027 2.7380 0.098
H -6.5455 -0.9981 0.8448 0.124
H -3.7837 -3.8937 -0.8541 0.120
H 4.3317 -4.5539 -2.6480 0.103
H -5.2629 2.9828 -1.5271 0.077
H -1.3605 -4.2137 -1.1749 0.113
H -4.7798 2.6207 -3.1799 0.081
H -6.0705 -2.3471 2.8636 0.080
H 6.1375 -1.3860 -0.4214 0.102
```

# 2
ORCA calculation (ωB97M-V with the def2-TZVPD basis set) on a structure of composition C21H28N3O3PdS3 in a non-equilibrium geometry.

Spin multiplicity: 3
Total energy, eV: -68831.698
Frontier orbital gap (alpha / beta), Eh: 0.2067 / 0.2495
Highest occupied orbital energy (alpha / beta), eV: -3.34 / -4.50
Energy relative to the best compared isomer or geometry (same formula, charge and spin), kcal per mole: 16.42
Net charge: -1
⟨S²⟩: 2.01

Structure (XYZ):
```
59
Properties=species:S:1:pos:R:3:lowdin_charge:R:1
Pd -1.3894 0.7035 -1.8600 0.745
S -1.4994 0.3923 -4.3153 0.201
S -2.9071 -0.6901 -3.2854 0.008
S -0.6653 2.1775 2.4454 1.084
O -3.7654 -1.4800 -4.1358 -0.404
O -3.6302 0.3529 -2.4955 -0.487
O -2.1015 -1.5062 -2.3189 -0.518
N 1.5687 0.7769 -0.8786 -0.057
N -1.3218 0.8491 0.3718 0.020
N 0.9045 0.1447 -1.9655 -0.019
C -1.0911 3.1577 -0.2058 -0.274
C -0.7652 0.4526 2.6015 -0.469
C 3.1605 2.0742 -2.2947 -0.045
C 2.9824 1.1279 -1.1015 -0.644
C -1.1108 2.0452 0.7641 -0.542
C -0.9166 5.4773 -0.7725 -0.114
C -1.1317 -3.8220 2.1116 -0.562
C -1.2411 -1.4574 1.1898 0.061
C -2.3835 -4.2826 2.8715 -0.048
C 3.4281 1.8274 0.1778 -0.051
C -1.2613 -4.2494 0.6479 -0.060
C -1.0442 3.7908 -2.5017 -0.119
C -0.9978 4.4890 0.1903 -0.083
C 3.7852 -0.1501 -1.3069 -0.056
C -1.1229 2.7573 -1.5566 -0.177
C -0.9317 5.1189 -2.1211 -0.108
C -0.6597 -1.7438 3.5034 -0.043
C -1.0015 -2.3048 2.2540 -0.166
C -1.1206 -0.0831 1.3717 -0.279
C 0.1030 -4.5164 2.7026 -0.059
C -0.5372 -0.3817 3.6942 -0.082
H 2.8790 2.7643 0.3144 0.083
H 1.1607 0.5142 -2.8776 0.053
H 3.5879 -0.8498 -0.4915 0.084
H -0.4869 -2.3940 4.3528 0.102
H 2.5243 2.9558 -2.1783 0.085
H 3.5260 -0.6351 -2.2509 0.074
H 3.2275 1.1884 1.0400 0.083
H -0.9979 4.7554 1.2449 0.089
H -2.1538 -3.8404 0.1727 0.089
H 1.0529 -0.8565 -1.9384 0.096
H 1.0172 -4.1468 2.2327 0.090
H -2.4855 -5.3697 2.8104 0.081
H 4.1988 2.4049 -2.3768 0.081
H 4.8546 0.0721 -1.3284 0.080
H 1.0447 1.6307 -0.7020 0.074
H 0.1883 -4.3595 3.7795 0.069
H -0.8556 5.8955 -2.8763 0.092
H 2.8984 1.5891 -3.2382 0.072
H -3.2800 -3.8281 2.4454 0.091
H -0.8490 6.5181 -0.4802 0.090
H -0.2680 0.0183 4.6633 0.103
H 0.0387 -5.5935 2.5292 0.080
H -2.3300 -4.0027 3.9265 0.077
H -0.3974 -3.9294 0.0615 0.093
H -1.5215 -1.8048 0.2013 0.100
H 4.4946 2.0594 0.1426 0.080
H -1.0786 3.5353 -3.5558 0.075
H -1.3248 -5.3386 0.5950 0.083
```

total energy of number 2 (C21H28N3O3PdS3)? -68831.698 eV

Among the records above, which one has the highest total energy? C27H30N4O4